One molecule with the formula C11H14N2O. Source: OMol25; level of theory: ωB97M-V/def2-TZVPD.

Atoms and positions in Å:
N (-1.572, 2.493, 0.601)
N (-1.291, 1.127, 0.367)
C (-2.290, 0.161, -0.218)
C (-2.519, -0.889, 0.859)
O (-1.501, -1.896, 0.729)
C (-1.078, -1.774, -0.611)
C (-1.229, -0.386, -1.170)
C (-0.361, 0.758, -0.712)
C (0.984, 0.411, -0.264)
C (1.213, -0.474, 0.811)
C (2.460, -0.864, 1.228)
C (3.630, -0.477, 0.539)
C (3.443, 0.536, -0.402)
C (2.154, 0.873, -0.759)
H (-1.600, 3.184, -0.144)
H (-0.953, 2.847, 1.310)
H (-3.218, 0.504, -0.641)
H (-2.671, -0.428, 1.878)
H (-3.548, -1.274, 0.696)
H (-1.756, -2.346, -1.195)
H (-0.108, -2.186, -0.712)
H (-1.584, -0.262, -2.162)
H (-0.172, 1.450, -1.531)
H (0.333, -0.955, 1.297)
H (2.445, -1.576, 2.066)
H (4.543, -1.070, 0.721)
H (4.263, 0.835, -1.017)
H (1.984, 1.678, -1.562)

The structure (SMILES) is NN1[C@@H]2COC[C@@H]2[C@@H]1c1ccccc1. As for the HOMO-LUMO gap: 0.35934 hartree.

---

A 2-piece molecular cluster, C11H14N2O overall. Source: OMol25; level of theory: ωB97M-V/def2-TZVPD.

Atoms and positions in Å:
C (2.611, 2.239, 0.548)
C (1.995, 0.971, 1.017)
C (2.528, -0.296, 0.738)
C (1.795, -1.400, 1.141)
C (0.555, -1.339, 1.727)
O (-0.252, -2.441, 1.997)
C (0.053, -0.058, 2.043)
C (0.711, 1.087, 1.585)
H (3.673, 2.176, 0.263)
H (2.649, 2.895, 1.455)
H (2.180, 2.794, -0.275)
H (3.521, -0.337, 0.311)
H (2.231, -2.383, 0.961)
H (-0.344, -2.499, 2.949)
H (-0.903, -0.073, 2.539)
H (0.168, 2.033, 1.636)
C (-0.917, 0.811, -2.919)
C (-1.730, -0.059, -1.998)
C (-1.734, -0.182, -0.612)
N (-2.752, -1.076, -0.398)
C (-3.298, -1.437, -1.575)
N (-2.686, -0.867, -2.584)
H (-1.609, 1.460, -3.447)
H (-0.246, 0.211, -3.532)
H (-0.309, 1.530, -2.331)
H (-0.894, -0.011, 0.028)
H (-2.905, -1.609, 0.443)
H (-4.092, -2.141, -1.710)

The structure (SMILES) is Cc1ccc(O)cc1.Cc1c[nH]cn1. As for the HOMO-LUMO gap: 0.32498 hartree.

---

A 2-piece molecular cluster, C11H14N2O overall. Source: OMol25; level of theory: ωB97M-V/def2-TZVPD.

Atoms and positions in Å:
C (3.674, -0.030, -0.258)
C (2.427, -0.474, -0.937)
C (1.231, -0.420, -0.259)
C (0.013, -0.711, -0.918)
C (0.107, -1.465, -2.088)
O (-1.007, -1.985, -2.663)
C (1.298, -1.509, -2.798)
C (2.422, -0.952, -2.256)
H (3.706, 1.054, -0.148)
H (4.618, -0.309, -0.732)
H (3.824, -0.417, 0.759)
H (1.201, -0.368, 0.825)
H (-0.985, -0.611, -0.510)
H (-1.800, -1.749, -2.226)
H (1.255, -1.982, -3.773)
H (3.267, -0.793, -2.919)
C (-1.178, 2.801, 1.734)
C (-1.833, 1.442, 1.659)
C (-1.851, 0.341, 2.530)
N (-2.792, -0.514, 1.999)
C (-3.361, 0.082, 0.927)
N (-2.749, 1.222, 0.695)
H (-1.632, 3.280, 2.599)
H (-1.370, 3.315, 0.801)
H (-0.117, 2.653, 1.944)
H (-1.282, -0.104, 3.330)
H (-2.959, -1.440, 2.362)
H (-4.128, -0.355, 0.318)

The structure (SMILES) is Cc1ccc(O)cc1.Cc1c[nH]cn1. As for the HOMO-LUMO gap: 0.32350 hartree.

---

C11H14N2O3 as an isolated structure. Source: OMol25; level of theory: ωB97M-V/def2-TZVPD.

Atoms and positions in Å:
C (4.284, -0.013, -0.252)
C (2.795, -0.191, -0.175)
C (0.645, 0.601, 0.072)
C (0.404, 2.185, -0.494)
C (-0.408, 0.081, 1.106)
C (-1.760, -0.179, 0.323)
C (-2.056, -1.333, -0.349)
C (-2.777, 0.777, 0.466)
C (-3.341, -1.705, -0.662)
C (-4.218, 0.396, 0.288)
C (-4.460, -0.877, -0.215)
H (4.010, -1.744, 1.030)
H (4.762, -2.335, -0.478)
H (4.798, 0.986, 0.347)
H (4.546, 0.157, -1.577)
H (2.286, 1.355, 1.338)
H (0.778, -0.212, -0.672)
H (-0.799, 0.952, 1.803)
H (-0.113, -0.722, 1.749)
H (-1.020, -2.060, -0.434)
H (-2.637, 1.892, 0.789)
H (-3.600, -2.556, -1.334)
H (-5.060, 0.905, 0.861)
H (-5.465, -1.241, -0.456)
H (-1.031, 1.537, -1.738)
N (4.707, -1.424, 0.311)
N (1.992, 0.673, 0.469)
O (2.491, -1.279, -0.807)
O (0.861, 3.131, 0.025)
O (-0.614, 2.239, -1.334)

As for the HOMO-LUMO gap: 0.34862 hartree.

---

HOMO
In order: -8.9; -8.3; -8.2; -8.9
Unit: eV
Energy relative to the best compared isomer or geometry (same formula, charge and spin)
In order: 101.6; 43.3; 42.3; 163.5
Unit: kcal per mole